This record from OMol25 describes 3 unconnected molecules or ions with the total composition C3H11NO3 at a distorted geometry. The level of theory is ωB97M-V/def2-TZVPD.

Cartesian coordinates (Å):
C (2.502, 0.487, -1.463)
C (1.576, 1.697, -1.355)
N (0.176, 1.225, -1.604)
C (-0.542, 0.690, -0.544)
O (-1.692, 0.990, -0.335)
H (2.336, 0.010, -2.420)
H (3.498, 0.854, -1.211)
H (2.279, -0.240, -0.681)
H (1.709, 2.398, -2.181)
H (1.620, 2.319, -0.461)
H (-0.439, 1.975, -1.907)
H (-0.081, -0.100, 0.062)
O (-2.243, -2.530, 2.249)
H (-2.784, -1.805, 2.485)
H (-2.795, -3.067, 1.706)
O (0.376, -1.427, 1.988)
H (-0.462, -1.800, 2.246)
H (1.013, -2.136, 2.156)

Results
Charge = 0
LUMO energy = 0.709 eV
Relative energy (zero: lowest compared OMol25 entry of this formula, charge and spin) = 111.48 kJ/mol
E = -401.370593 hartree
HOMO level = -0.34610 Ha

These are the Mulliken partial charges, in e, on atoms 1 to 6: -0.95, -0.42, -0.30, 0.22, -0.57, 0.32

***

This record from OMol25 describes a molecular structure, C69H59FeN7O2S5. The level of theory is ωB97M-V/def2-TZVPD.

Cartesian coordinates (Å):
Fe (-0.242, -0.497, -0.059)
C (-3.143, -2.331, 7.888)
C (-2.213, -1.967, 6.765)
C (-1.119, -2.769, 6.450)
C (-0.268, -2.442, 5.407)
C (-0.510, -1.288, 4.676)
C (-1.576, -0.450, 4.994)
C (-2.416, -0.798, 6.033)
S (0.514, -0.852, 3.321)
O (0.410, 0.556, 3.154)
O (1.795, -1.481, 3.447)
N (-0.278, -1.714, 1.910)
C (0.471, -2.929, 1.565)
C (0.864, -3.848, 2.492)
C (1.489, -5.061, 2.130)
C (1.665, -5.376, 0.819)
C (1.248, -4.467, -0.180)
C (1.337, -4.779, -1.559)
C (0.867, -3.900, -2.481)
C (0.366, -2.661, -2.027)
N (0.333, -2.321, -0.768)
C (0.700, -3.222, 0.187)
H (-2.949, -3.337, 8.255)
H (-4.182, -2.278, 7.561)
H (-3.029, -1.638, 8.723)
H (-0.923, -3.659, 7.035)
H (0.605, -3.051, 5.213)
H (-1.719, 0.472, 4.448)
H (-3.244, -0.146, 6.286)
H (0.679, -3.665, 3.538)
H (1.792, -5.750, 2.907)
H (2.103, -6.321, 0.525)
H (1.763, -5.729, -1.858)
H (0.888, -4.112, -3.540)
H (0.008, -1.920, -2.733)
N (1.565, -0.104, 0.506)
S (2.769, 0.124, -0.290)
N (2.711, 0.613, -1.815)
S (1.244, 0.827, -2.419)
N (0.011, 0.707, -1.620)
S (-2.437, -0.695, -2.080)
N (-1.915, -1.003, -0.630)
C (-3.740, 0.542, -1.922)
C (-4.900, 0.275, -1.204)
C (-5.824, 1.288, -1.010)
C (-5.581, 2.562, -1.515)
C (-4.414, 2.824, -2.218)
C (-3.489, 1.807, -2.426)
C (-3.492, -2.096, -2.489)
C (-3.613, -3.143, -1.595)
C (-4.394, -4.241, -1.942)
C (-5.033, -4.283, -3.172)
C (-4.893, -3.228, -4.068)
C (-4.117, -2.132, -3.729)
C (1.321, -0.198, -3.896)
C (2.303, -1.154, -4.090)
C (2.235, -1.983, -5.204)
C (1.185, -1.858, -6.101)
C (0.198, -0.899, -5.893)
C (0.263, -0.066, -4.790)
C (1.288, 2.413, -3.217)
C (2.341, 2.746, -4.061)
C (2.288, 3.942, -4.754)
C (1.180, 4.774, -4.620)
C (0.137, 4.425, -3.777)
C (0.190, 3.239, -3.052)
C (3.867, -1.292, -0.369)
C (4.792, -1.466, -1.390)
C (5.638, -2.564, -1.350)
C (5.565, -3.463, -0.292)
C (4.654, -3.261, 0.735)
C (3.799, -2.169, 0.705)
C (3.840, 1.302, 0.495)
C (4.663, 2.140, -0.242)
C (5.487, 3.027, 0.436)
C (5.478, 3.065, 1.824)
C (4.642, 2.221, 2.546)
C (3.814, 1.327, 1.884)
H (-5.072, -0.718, -0.806)
H (-6.738, 1.088, -0.465)
H (-6.306, 3.351, -1.362)
H (-4.225, 3.816, -2.607)
H (-2.566, 1.997, -2.963)
H (-3.098, -3.070, -0.643)
H (-4.506, -5.062, -1.246)
H (-5.637, -5.140, -3.440)
H (-5.389, -3.262, -5.029)
H (-4.009, -1.300, -4.417)
H (3.104, -1.252, -3.375)
H (3.005, -2.726, -5.369)
H (1.134, -2.504, -6.968)
H (-0.620, -0.801, -6.595)
H (-0.503, 0.682, -4.617)
H (3.182, 2.073, -4.174)
H (3.099, 4.220, -5.414)
H (1.132, 5.698, -5.182)
H (-0.723, 5.075, -3.679)
H (-0.603, 2.932, -2.383)
H (4.860, -0.738, -2.188)
H (6.365, -2.712, -2.138)
H (6.230, -4.316, -0.264)
H (4.610, -3.952, 1.568)
H (3.084, -1.993, 1.501)
H (4.643, 2.105, -1.323)
H (6.131, 3.695, -0.121)
H (6.119, 3.762, 2.347)
H (4.631, 2.262, 3.627)
H (3.136, 0.681, 2.426)
C (1.690, 5.797, 2.120)
C (1.286, 5.263, 0.736)
C (1.032, 6.449, -0.201)
C (2.449, 4.442, 0.181)
C (0.023, 4.417, 0.901)
C (-1.158, 5.051, 1.349)
C (-2.294, 4.350, 1.676)
C (-2.252, 2.960, 1.558)
S (-3.388, 1.797, 2.128)
C (-2.312, 0.527, 1.663)
N (-1.218, 0.926, 1.098)
C (-1.128, 2.318, 1.056)
C (0.016, 3.049, 0.718)
C (-2.650, -0.885, 1.997)
C (-3.990, -1.166, 2.237)
C (-4.444, -2.445, 2.513)
C (-3.532, -3.479, 2.560)
C (-2.182, -3.219, 2.362)
C (-1.721, -1.940, 2.093)
H (2.616, 6.370, 2.040)
H (1.852, 4.975, 2.820)
H (0.926, 6.453, 2.540)
H (1.911, 7.097, -0.218)
H (0.183, 7.053, 0.120)
H (0.846, 6.109, -1.218)
H (3.334, 5.076, 0.098)
H (2.225, 4.050, -0.815)
H (2.702, 3.602, 0.831)
H (-1.166, 6.125, 1.479)
H (-3.170, 4.856, 2.061)
H (0.886, 2.497, 0.388)
H (-4.710, -0.361, 2.165)
H (-5.498, -2.626, 2.676)
H (-3.854, -4.492, 2.762)
H (-1.487, -4.043, 2.413)

Results
Charge = +1
LUMO energy (spin up / spin down) = -2.416 / -2.494 eV
Spin multiplicity = 2
E = -6452.836956 hartree
HOMO level (spin up / spin down) = -0.34466 / -0.34597 Ha

These are the Mulliken partial charges, in e, on atoms 1 to 6: 0.10, -1.55, 1.12, -1.20, -0.57, -0.53